1.
{"formula": "C16H16BrF5NO2PdSSbSe5Si", "method": "ωB97M-V with the def2-TZVPD basis set", "elements": ["Pd", "F", "C", "C", "F", "C", "F", "C", "S", "C", "F", "C", "F", "Se", "Sb", "Se", "Se", "Se", "C", "C", "O", "O", "H", "H", "H", "C", "Si", "C", "C", "Se", "H", "H", "H", "H", "H", "H", "H", "H", "H", "Br", "C", "C", "C", "C", "C", "N", "H", "H", "H", "H"], "xyz": [[0.796, 2.241, 1.184], [1.619, -4.456, 2.614], [1.828, -3.145, 2.505], [0.960, -2.243, 3.096], [-0.104, -2.690, 3.769], [1.210, -0.887, 3.004], [0.339, -0.066, 3.600], [2.304, -0.365, 2.315], [2.635, 1.366, 2.225], [3.155, -1.301, 1.737], [4.243, -0.909, 1.064], [2.932, -2.666, 1.826], [3.788, -3.528, 1.261], [0.433, 7.447, -0.594], [1.756, 5.535, -0.024], [1.447, 4.368, 2.137], [3.608, 4.708, -1.414], [4.261, 6.368, 0.217], [-1.955, 4.274, -1.429], [-0.753, 3.753, -0.685], [0.406, 4.038, -1.123], [-0.948, 3.060, 0.339], [-1.646, 4.767, -2.346], [-2.453, 5.000, -0.786], [-2.649, 3.458, -1.630], [-3.369, -4.135, -2.756], [-3.480, -5.467, -1.406], [-5.324, -5.554, -0.969], [-3.114, -7.092, -2.313], [-2.178, -5.109, 0.325], [-4.053, -4.352, -3.584], [-2.356, -4.080, -3.163], [-3.623, -3.150, -2.355], [-5.943, -5.741, -1.853], [-5.647, -4.617, -0.510], [-5.500, -6.353, -0.245], [-3.780, -7.239, -3.170], [-3.232, -7.938, -1.631], [-2.081, -7.099, -2.670], [2.300, 0.719, -1.445], [0.800, -0.169, -0.722], [0.392, -1.376, -1.266], [-0.730, -1.989, -0.739], [-1.412, -1.369, 0.300], [-0.930, -0.172, 0.781], [0.175, 0.418, 0.291], [0.953, -1.811, -2.079], [-1.078, -2.952, -1.094], [-2.279, -1.859, 0.723], [-1.415, 0.358, 1.590]], "forces_ev_per_angstrom": [[-0.119, -0.085, -0.020], [-0.005, -0.028, -0.006], [0.007, 0.034, 0.020], [0.012, -0.019, -0.003], [-0.010, -0.002, 0.002], [0.057, -0.033, -0.033], [-0.025, 0.024, 0.020], [-0.049, 0.024, -0.008], [0.060, 0.064, 0.069], [0.001, -0.031, -0.013], [0.010, 0.009, 0.009], [0.002, 0.026, 0.007], [-0.002, -0.007, -0.004], [-0.052, -0.032, -0.010], [-0.140, 0.145, 0.086], [0.031, -0.123, 0.061], [0.194, -0.116, -0.156], [0.001, 0.000, -0.003], [-0.003, -0.003, 0.059], [0.276, 0.080, -0.184], [-0.163, 0.144, 0.009], [-0.041, -0.108, 0.066], [-0.005, -0.015, -0.010], [-0.008, 0.010, -0.009], [-0.009, 0.006, 0.002], [0.002, -0.007, -0.004], [-0.021, 0.003, -0.034], [0.004, -0.004, 0.002], [-0.003, -0.001, 0.011], [-0.048, -0.027, -0.019], [-0.001, 0.003, 0.001], [0.004, 0.003, 0.011], [0.006, -0.001, 0.009], [0.001, 0.000, 0.000], [0.001, 0.002, 0.000], [0.000, 0.000, 0.000], [0.001, 0.000, 0.001], [0.000, 0.000, 0.000], [0.000, 0.001, 0.000], [-0.039, -0.029, 0.005], [0.020, 0.041, 0.023], [-0.007, 0.028, -0.011], [0.054, 0.022, -0.012], [0.085, -0.063, -0.063], [-0.094, 0.009, -0.003], [-0.007, 0.044, 0.036], [-0.005, -0.006, -0.003], [0.012, -0.041, 0.018], [0.001, 0.060, 0.072], [0.013, 0.001, 0.009]], "energy_ev": -461535.5129, "total_charge": -2, "homo_lumo_gap_ev": 6.0}


2.
{"formula": "C16H16Cl3F5HfOS", "method": "ωB97M-V with the def2-TZVPD basis set", "elements": ["C", "C", "C", "C", "C", "C", "C", "C", "C", "C", "Hf", "Cl", "Cl", "Cl", "H", "H", "H", "H", "H", "H", "H", "H", "H", "H", "H", "H", "H", "H", "H", "O", "H", "F", "C", "C", "F", "C", "F", "C", "S", "C", "F", "C", "F"], "xyz": [[-0.827, 0.947, -1.901], [-1.079, -0.439, -2.274], [0.184, -1.139, -2.091], [-2.211, -0.890, -3.127], [1.156, -0.173, -1.703], [0.533, 1.097, -1.607], [1.252, 2.386, -1.446], [-1.791, 2.050, -2.078], [0.498, -2.503, -2.575], [2.611, -0.418, -1.646], [-1.617, -1.918, -0.567], [-2.753, -3.841, -0.678], [-2.854, -0.265, 0.490], [0.226, -1.875, 0.905], [-3.140, -0.359, -2.891], [-2.408, -1.972, -3.034], [-1.999, -0.691, -4.194], [-0.320, -3.239, -2.425], [1.394, -2.903, -2.078], [0.714, -2.466, -3.657], [2.825, -1.383, -1.165], [3.143, 0.365, -1.090], [3.060, -0.454, -2.656], [2.131, 2.279, -0.802], [0.603, 3.153, -1.010], [1.607, 2.773, -2.418], [-2.817, 1.734, -1.844], [-1.789, 2.421, -3.116], [-1.556, 2.902, -1.426], [0.609, 1.899, 1.773], [0.236, 0.997, 1.351], [-0.734, 0.163, 6.615], [0.115, 0.143, 5.565], [0.340, 1.318, 4.828], [-0.333, 2.454, 5.143], [1.248, 1.332, 3.763], [1.786, 2.592, 3.442], [2.061, 0.170, 3.501], [3.301, 0.209, 2.391], [1.782, -0.998, 4.265], [2.498, -2.112, 4.012], [0.832, -1.017, 5.286], [0.670, -2.121, 6.038]], "forces_ev_per_angstrom": [[0.769, -1.000, -0.657], [0.343, 0.734, 1.113], [0.333, 1.122, -0.115], [-0.203, 0.161, -0.650], [-1.165, -0.170, -0.786], [-0.508, -0.636, -0.483], [0.272, 0.494, 0.298], [-0.576, 0.471, 0.225], [0.380, -0.463, -0.428], [0.691, -0.250, 0.384], [3.813, 4.656, 1.112], [-1.593, -2.746, -0.384], [-0.773, -0.142, 0.245], [-0.736, -0.759, 0.137], [0.094, -0.116, 0.066], [-0.148, -0.064, -0.245], [-0.161, -0.329, 0.097], [0.224, -0.043, -0.179], [-0.340, 0.043, -0.045], [-0.153, -0.368, 0.116], [0.066, 0.275, 0.029], [-0.230, -0.313, 0.042], [-0.239, -0.017, 0.131], [-0.351, 0.076, 0.120], [0.226, -0.212, 0.140], [-0.122, -0.183, 0.032], [0.139, 0.063, -0.019], [-0.005, -0.080, 0.137], [-0.032, -0.243, -0.093], [-2.590, -3.601, -2.247], [1.126, 2.934, 1.260], [-0.502, -0.016, 0.431], [0.616, 0.154, -0.683], [0.478, -0.563, -0.668], [-0.097, -0.151, 0.246], [1.107, 1.167, -0.359], [0.053, -1.101, 1.959], [-1.568, -0.235, 1.561], [1.789, -0.198, -1.404], [-0.360, 1.554, -0.520], [-0.097, -0.331, 0.301], [0.293, 1.037, -0.701], [-0.267, -0.613, 0.486]], "energy_ev": -82196.5746, "total_charge": -2, "homo_lumo_gap_ev": 3.0}


3.
{"formula": "C16H16ClIrN5O5Se", "method": "ωB97M-V with the def2-TZVPD basis set", "elements": ["Ir", "O", "C", "N", "C", "C", "C", "C", "C", "C", "N", "C", "C", "C", "C", "C", "N", "H", "H", "H", "H", "H", "H", "H", "H", "H", "H", "Cl", "O", "Se", "O", "O", "O", "C", "N", "C", "C", "N", "C", "H", "H", "H", "H", "H", "H"], "xyz": [[-0.410, -0.110, 0.114], [-4.484, -0.742, 0.971], [-3.435, -0.256, 0.556], [-2.260, -0.888, 0.450], [-2.281, -2.260, 0.887], [-1.091, -2.908, 0.265], [-0.844, -4.271, 0.367], [0.278, -4.807, -0.221], [1.126, -3.957, -0.924], [0.835, -2.617, -0.978], [-0.251, -2.080, -0.387], [-3.390, 1.132, -0.007], [-4.495, 1.961, 0.082], [-4.377, 3.265, -0.359], [-3.160, 3.685, -0.876], [-2.110, 2.788, -0.933], [-2.218, 1.524, -0.514], [-3.200, -2.744, 0.543], [-2.256, -2.377, 1.976], [-1.546, -4.884, 0.915], [0.498, -5.863, -0.134], [2.007, -4.326, -1.428], [1.476, -1.939, -1.516], [-5.400, 1.559, 0.514], [-5.210, 3.951, -0.283], [-3.016, 4.696, -1.229], [-1.146, 3.082, -1.320], [0.205, -0.851, 2.201], [2.321, 1.234, 1.601], [1.379, 2.654, 1.115], [1.237, 3.493, 2.468], [-0.057, 1.981, 0.573], [2.178, 3.304, -0.128], [5.067, 0.869, 0.449], [3.787, 0.642, -0.183], [3.448, 0.863, -1.457], [2.083, 0.619, -1.584], [1.560, 0.228, -0.427], [2.603, 0.292, 0.583], [5.804, 1.105, -0.315], [5.382, -0.023, 0.989], [4.994, 1.701, 1.149], [4.150, 1.202, -2.200], [1.488, 0.729, -2.476], [2.730, -0.657, 1.109]], "forces_ev_per_angstrom": [[0.417, -0.263, 0.110], [0.046, 0.028, 0.030], [-0.072, -0.028, -0.471], [-0.615, 0.499, 0.942], [0.115, -0.044, -0.266], [0.002, 0.027, 0.037], [-0.086, 0.042, -0.107], [0.074, 0.011, -0.020], [-0.029, -0.114, -0.032], [-0.173, 0.214, -0.162], [-0.066, -0.650, 0.268], [0.313, 0.064, 0.201], [0.011, 0.005, 0.061], [-0.003, 0.017, 0.003], [-0.013, 0.064, 0.002], [0.051, -0.251, -0.164], [-0.359, 0.033, -0.898], [0.003, -0.037, 0.007], [0.073, 0.061, -0.002], [0.013, 0.005, 0.013], [-0.014, 0.002, -0.029], [0.004, 0.002, 0.022], [0.018, 0.078, 0.045], [0.011, 0.010, 0.023], [-0.006, -0.014, -0.044], [-0.001, 0.000, 0.012], [0.023, 0.014, -0.002], [0.272, -0.154, -0.154], [0.382, -0.223, -0.064], [-0.605, 0.275, -0.271], [0.032, -0.319, -0.443], [0.275, 0.383, 0.981], [-0.222, -0.156, 0.400], [-0.078, 0.061, 0.010], [0.169, -0.090, 0.087], [-0.081, 0.027, -0.077], [0.021, -0.125, -0.037], [0.291, 0.317, -0.012], [-0.177, 0.220, -0.065], [0.000, 0.000, -0.003], [0.003, -0.008, -0.001], [0.006, 0.015, -0.005], [-0.005, 0.017, 0.022], [-0.014, 0.007, 0.015], [-0.006, -0.020, 0.036]], "energy_ev": -115244.5655, "homo_lumo_gap_ev": [7.3, 6.9], "spin_multiplicity": 2}